No. 1
Here is a molecular structure, C33H31GeN2O6S3Y from the OMol25 dataset. Energies are from wB97M-V/def2-TZVPD.

## Properties
energy = -140059.28212 eV
max |F| = 0.01801 hartree/bohr
net charge = -1
2S+1 = 2
expectation value of S² = 0.771
E_HOMO (spin up / spin down) = -2.8861 / -5.5831 eV

Geometry as XYZ:
```
77
Properties=species:S:1:pos:R:3:lowdin_charge:R:1
Y 0.502 -1.511 0.183 1.417
O -1.160 -0.932 4.375 -0.328
S 0.142 -1.210 3.806 0.601
O 1.009 -0.053 3.691 -0.337
N 0.045 -1.979 2.383 -0.329
C 0.588 -3.273 2.442 -0.807
S 0.740 -4.069 0.916 0.587
C 1.083 -3.602 3.723 -0.256
C 1.710 -4.779 4.184 -0.040
C 2.105 -4.856 5.501 -0.105
C 1.900 -3.794 6.404 -0.109
C 1.291 -2.626 5.964 -0.067
C 0.903 -2.549 4.643 -0.242
H 1.877 -5.604 3.502 0.101
H 2.590 -5.759 5.853 0.092
H 2.221 -3.893 7.432 0.086
H 1.121 -1.787 6.628 0.114
O 0.262 -2.598 -1.986 -0.385
S -1.080 -2.044 -2.190 0.337
O -1.927 -2.739 -3.103 -0.264
O -1.638 -1.779 -0.837 -0.425
O -0.820 -0.576 -2.726 -0.399
C -1.665 1.752 -4.223 -0.173
Ge -2.026 0.820 -2.563 0.944
C -3.895 0.313 -2.381 -0.262
C -4.696 1.372 -1.942 -0.120
C -6.062 1.213 -1.765 -0.090
C -6.650 -0.018 -2.020 -0.093
C -5.866 -1.076 -2.456 -0.077
C -4.498 -0.915 -2.640 -0.078
C -1.396 1.862 -1.041 -0.204
C -0.607 2.934 -1.387 -0.129
C -0.091 3.832 -0.431 -0.091
C -0.394 3.655 0.885 -0.025
C -1.227 2.587 1.300 -0.161
C -1.560 2.426 2.665 -0.029
C -2.360 1.401 3.072 -0.081
C -2.861 0.486 2.125 -0.059
C -2.568 0.618 0.797 -0.053
C -1.736 1.673 0.337 -0.173
H -2.196 2.705 -4.241 0.033
H -2.015 1.140 -5.054 0.033
H -0.598 1.934 -4.349 0.021
H -4.253 2.336 -1.705 0.103
H -6.662 2.044 -1.415 0.100
H -7.714 -0.154 -1.872 0.098
H -6.314 -2.043 -2.650 0.103
H -3.907 -1.755 -2.972 0.081
H -0.359 3.106 -2.427 0.068
H 0.547 4.647 -0.750 0.102
H -0.007 4.326 1.643 0.114
H -1.139 3.121 3.383 0.115
H -2.575 1.253 4.120 0.104
H -3.462 -0.349 2.461 0.116
H -2.959 -0.101 0.092 0.082
C 3.571 2.733 -1.048 -0.086
N 3.342 2.082 -2.325 -0.268
C 2.717 2.977 -3.269 -0.113
C 2.611 0.830 -2.172 -0.190
C 3.392 -0.211 -1.396 -0.282
C 4.728 -0.390 -1.753 -0.071
C 5.513 -1.327 -1.102 -0.107
C 4.952 -2.101 -0.097 -0.111
C 3.613 -1.936 0.234 -0.165
C 2.787 -0.971 -0.385 -0.194
H 4.182 3.626 -1.196 0.081
H 4.099 2.057 -0.376 0.086
H 2.630 3.032 -0.558 0.073
H 3.364 3.838 -3.449 0.079
H 1.742 3.364 -2.922 0.061
H 2.558 2.464 -4.219 0.081
H 2.395 0.453 -3.178 0.126
H 1.632 0.990 -1.685 0.096
H 5.155 0.226 -2.539 0.104
H 6.554 -1.456 -1.379 0.090
H 5.553 -2.840 0.423 0.092
H 3.212 -2.578 1.013 0.052
```

---

No. 2
Here is C5H5NO in the gas phase from the OMol25 dataset. Energies are from wB97M-V/def2-TZVPD.

## Properties
energy = -8797.43368 eV
max |F| = 0.01593 hartree/bohr
energy relative to the best compared isomer or geometry (same formula, charge and spin) = 138.0 kcal per mole
E_HOMO (spin up / spin down) = -8.9765 / -8.9707 eV

Geometry as XYZ:
```
12
Properties=species:S:1:pos:R:3:lowdin_charge:R:1
O 1.216 2.003 -0.435 0.149
C 0.497 1.082 -0.204 -0.300
C 0.736 -0.358 0.468 -0.316
C 2.008 -0.929 0.046 0.195
C -0.902 0.704 -0.599 -0.146
C -0.669 -0.689 -0.078 -0.213
N -1.657 0.159 0.521 0.078
H 1.787 -1.731 -0.693 0.009
H -1.439 1.080 -1.463 0.145
H 0.763 -0.234 1.564 0.145
H -0.968 -1.617 -0.555 0.144
H -1.373 0.530 1.426 0.109
```

---

No. 3
Here is 2 unconnected molecules or ions with the total composition C3H6O2 in a non-equilibrium geometry from the OMol25 dataset. Energies are from wB97M-V/def2-TZVPD.

## Properties
energy = -7301.28803 eV
max |F| = 0.05398 hartree/bohr
energy relative to the best compared isomer or geometry (same formula, charge and spin) = 0.0 kcal per mole
net charge = -1
2S+1 = 2
expectation value of S² = 0.754
E_HOMO (spin up / spin down) = -1.4911 / -3.6391 eV

Geometry as XYZ:
```
11
Properties=species:S:1:pos:R:3:lowdin_charge:R:1
C -1.698 1.456 0.106 -0.404
O -0.622 2.166 0.374 -0.312
H -2.204 1.618 -0.871 0.018
H -1.034 -0.112 -0.170 0.049
H -2.388 1.223 0.947 0.017
O -0.403 -0.972 -0.340 -0.101
C 0.878 -0.636 -0.176 -0.355
C 1.886 -1.505 -0.004 -0.067
H 0.950 0.475 0.115 0.113
H 1.740 -2.576 -0.159 0.027
H 2.894 -1.137 0.179 0.016
```

---

No. 4
Here is a molecular structure, C17H33NdO in a non-equilibrium geometry from the OMol25 dataset. Energies are from wB97M-V/def2-TZVPD.

## Properties
energy = -35473.56602 eV
max |F| = 0.02588 hartree/bohr
net charge = +2
2S+1 = 4
expectation value of S² = 3.762
E_HOMO (spin up / spin down) = -14.9508 / -14.8824 eV

Geometry as XYZ:
```
52
Properties=species:S:1:pos:R:3:lowdin_charge:R:1
C 1.591 0.841 -2.348 -0.178
H 1.800 1.093 -3.395 0.124
H 1.460 1.811 -1.816 0.081
H 0.599 0.286 -2.442 0.041
C 2.725 -0.017 -1.766 -0.344
H 2.734 0.006 -0.652 0.072
H 2.571 -1.069 -2.057 0.116
C 4.109 0.415 -2.271 -0.061
H 4.886 -0.243 -1.876 0.096
H 4.136 0.354 -3.364 0.098
H 4.353 1.437 -1.979 0.093
C -1.127 0.447 1.880 -0.324
C 0.256 0.544 2.245 -0.339
C 0.800 1.722 1.621 -0.335
C -0.246 2.338 0.859 -0.324
C -1.439 1.551 1.022 -0.308
C -2.813 1.915 0.578 -0.007
C -0.130 3.626 0.117 -0.015
C 2.197 2.224 1.755 -0.015
C 0.961 -0.388 3.165 -0.014
C -2.095 -0.538 2.435 -0.012
Nd 0.288 0.071 -0.236 1.981
H -1.001 3.797 -0.527 0.086
H -0.058 4.481 0.808 0.117
H 0.768 3.651 -0.515 0.076
H -2.789 2.594 -0.281 0.085
H -3.383 1.025 0.287 0.072
H -3.387 2.415 1.377 0.121
H -1.618 -1.505 2.636 0.086
H -2.507 -0.172 3.391 0.120
H -2.942 -0.717 1.761 0.076
H 2.043 -0.376 2.998 0.083
H 0.781 -0.118 4.218 0.121
H 0.609 -1.419 3.030 0.083
H 2.614 2.552 0.792 0.084
H 2.238 3.092 2.433 0.117
H 2.863 1.457 2.166 0.084
C -0.878 -4.227 -0.329 -0.034
C -0.152 -2.904 -0.468 -0.233
O -1.048 -1.746 -0.352 -0.412
C -2.403 -1.772 -0.949 -0.185
C -2.349 -1.422 -2.421 -0.038
H -1.304 -4.330 0.675 0.108
H -0.147 -5.031 -0.467 0.109
H -1.649 -4.354 -1.090 0.090
H 0.596 -2.776 0.335 0.123
H 0.358 -2.823 -1.442 0.122
H -2.828 -2.761 -0.753 0.127
H -2.978 -1.039 -0.370 0.104
H -1.781 -2.171 -2.987 0.097
H -3.373 -1.403 -2.818 0.111
H -1.912 -0.423 -2.608 0.074
```

---

No. 5
Here is a molecular structure, C2H2Cl3NO3S in a non-equilibrium geometry from the OMol25 dataset. Energies are from wB97M-V/def2-TZVPD.

## Properties
energy = -58140.17746 eV
max |F| = 0.04021 hartree/bohr
energy relative to the best compared isomer or geometry (same formula, charge and spin) = 14.5 kcal per mole
E_HOMO = -10.7765 eV

Geometry as XYZ:
```
12
Properties=species:S:1:pos:R:3:lowdin_charge:R:1
C 0.859 0.679 0.181 -0.705
C -0.059 -0.447 -0.204 -1.195
N 2.097 0.618 -0.316 0.170
O 0.302 1.633 0.662 0.008
O -1.853 -0.928 1.806 -0.309
O -2.432 -1.333 -0.481 -0.361
S -1.776 -0.525 0.470 0.193
Cl -0.170 -0.304 -1.948 0.736
Cl 0.431 -2.083 0.248 0.704
Cl -2.386 1.370 0.303 0.507
H 2.551 -0.198 -0.712 0.120
H 2.437 1.517 -0.007 0.132
```

---

No. 6
Here is 9 unconnected molecules or ions with the total composition C7H28O8 in a non-equilibrium geometry from the OMol25 dataset. Energies are from wB97M-V/def2-TZVPD.

## Properties
energy = -24092.30724 eV
max |F| = 0.04177 hartree/bohr
SMILES = C=C(/C=C/C)CC.O.O.O.O.O.O.O.O
energy relative to the best compared isomer or geometry (same formula, charge and spin) = 41.8 kcal per mole
E_HOMO = -8.8118 eV

Geometry as XYZ:
```
43
Properties=species:S:1:pos:R:3:lowdin_charge:R:1
C -2.521 1.547 0.850 -0.085
C -1.347 2.250 1.536 -0.213
C 0.100 2.000 1.199 -0.307
C 1.053 2.285 2.093 0.060
C 1.772 0.849 -2.174 -0.088
C 1.564 1.264 -0.743 -0.142
C 0.392 1.415 -0.126 -0.108
H -3.266 2.246 0.515 0.066
H -2.937 0.736 1.442 0.060
H -2.236 1.147 -0.127 0.043
H -1.534 3.326 1.369 0.116
H -1.481 2.363 2.622 0.111
H 0.763 2.567 3.101 0.074
H 2.089 2.326 1.791 0.062
H 1.111 0.018 -2.454 0.039
H 1.583 1.681 -2.856 0.080
H 2.773 0.456 -2.346 0.077
H 2.456 1.774 -0.371 0.112
H -0.469 1.112 -0.710 0.077
H -0.683 -1.672 -2.367 0.018
H 0.367 -2.820 -2.139 0.078
O 0.252 -1.864 -2.139 -0.062
H -1.687 -1.881 1.972 -0.006
H -2.044 -1.266 3.330 0.038
O -2.433 -1.641 2.536 -0.053
H -1.155 0.944 -3.250 0.026
H -1.417 2.408 -2.774 0.043
O -1.830 1.559 -2.941 -0.051
H 2.246 -2.850 0.551 -0.012
H 2.354 -2.449 -0.959 0.005
O 2.871 -2.711 -0.194 -0.068
H 1.651 -2.629 2.567 0.057
H 0.487 -2.520 1.599 0.001
O 1.160 -3.155 1.917 -0.066
H -3.189 -0.868 -2.529 0.068
H -2.627 -2.306 -2.441 0.070
O -2.395 -1.394 -2.656 -0.039
H -0.289 -0.581 0.869 0.035
H -0.069 -1.464 -0.509 0.017
O -0.343 -1.434 0.436 -0.064
H 3.281 -0.904 1.243 0.019
H 2.549 0.365 1.356 -0.028
O 3.076 -0.227 1.910 -0.062
```

---

Question: Which value of max |F| does entry 3 give?
Answer: 0.05398 hartree/bohr